# C44H43IN7O4Pb

C44H43IN7O4Pb as an isolated structure (ωB97M-V with the def2-TZVPD basis set, the Open Molecules 2025 dataset).

Results
* charge: +3
* ΔE to the lowest compared entry with this formula, charge and spin: 22.6 kcal/mol
* Kohn-Sham gap: 6.446 eV
* LUMO energy: -8.644 eV
* energy: -78273.0860 eV
* E_HOMO: -15.09 eV

Last column: Mulliken charge in e.
Atoms and positions in Å:
Pb1 0.13223 -1.40060 -0.39582  1.801
C1 4.92541 0.92789 4.17847  -1.785
C2 3.74051 0.32079 3.48622  -0.711
C3 2.47639 0.35681 4.02816  -0.396
C4 1.34792 -0.26223 3.44117  1.170
C5 0.16604 -0.07630 4.24312  -0.520
N1 -1.07789 -0.45368 4.25100  -0.061
C6 -1.91913 -1.30108 3.39642  0.677
C7 -3.31131 -0.67822 3.30937  -0.484
C8 -4.28674 -1.53578 2.51185  -0.907
N2 -3.87535 -1.57288 1.10824  0.465
C9 -4.61127 -1.36938 0.07245  -0.060
C10 -4.12250 -1.33615 -1.27863  0.322
C11 -5.03885 -1.07045 -2.30266  -0.694
C12 -4.65629 -0.93816 -3.62901  -0.210
C13 -5.65800 -0.65543 -4.71383  -1.624
C14 -3.29884 -1.03204 -3.89211  -0.901
C15 -2.32902 -1.30278 -2.91163  1.237
C16 -0.94986 -1.19416 -3.34479  -0.401
N3 0.12577 -1.30810 -2.64920  -0.127
C17 1.40037 -0.80246 -3.19260  -0.220
C18 2.59546 -1.74744 -3.11398  -0.957
C19 2.75866 -2.56003 -1.82727  -0.759
N4 2.32891 -1.85564 -0.61228  0.349
C20 3.12747 -1.58943 0.34559  -0.614
C21 2.78707 -0.94939 1.61267  1.181
C22 3.86141 -0.34290 2.26967  -0.701
C23 1.50024 -0.95752 2.20826  0.307
O1 0.47967 -1.61441 1.70138  -0.727
C24 -2.74686 -1.51534 -1.57894  0.591
O2 -1.93973 -1.91300 -0.61378  -1.075
H1 4.61763 1.69195 4.89104  0.442
H2 5.60949 1.38344 3.46416  0.478
H3 5.47832 0.16418 4.72707  0.428
H4 2.34090 0.88253 4.96723  0.323
H5 0.37176 0.55616 5.10129  0.499
H6 -1.58494 -0.10303 5.05659  0.369
H7 -1.96578 -2.29348 3.85344  0.364
H8 -1.43552 -1.37122 2.43490  -1.004
H9 -3.23634 0.30642 2.84806  0.162
H10 -3.73051 -0.55941 4.31213  0.571
H11 -5.29601 -1.13287 2.57100  0.478
H12 -4.30985 -2.55960 2.89225  0.304
H13 -2.89023 -1.72714 0.89155  -0.240
H14 -5.66764 -1.17697 0.24197  0.483
H15 -6.08738 -0.96282 -2.04364  0.514
H16 -6.56511 -1.24086 -4.57204  0.406
H17 -5.25404 -0.89214 -5.69599  0.398
H18 -5.94017 0.39840 -4.71346  0.342
H19 -2.96068 -0.88358 -4.91272  0.520
H20 -0.82809 -0.91241 -4.39274  0.373
H21 1.63676 0.09951 -2.62136  -0.410
H22 1.24357 -0.49117 -4.22674  0.863
H23 3.47451 -1.11655 -3.25362  0.468
H24 2.58108 -2.45480 -3.94402  0.338
H25 3.79851 -2.87148 -1.71606  0.614
H26 2.15427 -3.46786 -1.88076  0.051
H27 4.18691 -1.81431 0.20585  0.521
H28 4.83769 -0.38350 1.79717  0.530
O3 -1.53943 0.54915 1.01382  -0.442
C25 -0.64580 1.25700 0.54111  -0.576
N5 -0.46597 2.57345 0.60679  0.084
C26 0.74896 3.02050 -0.09410  3.431
C27 1.35022 1.65342 -0.50495  -1.314
O4 2.41779 1.43905 -1.01060  -0.573
N6 0.40228 0.70606 -0.18598  0.971
C28 0.43703 3.76483 -1.38846  -0.467
C29 -0.86419 4.04669 -1.78252  -0.300
C30 -1.09638 4.74689 -2.96199  -1.002
C31 -0.03381 5.16027 -3.74797  -0.506
C32 1.26945 4.88224 -3.35075  -1.014
C33 1.50590 4.18968 -2.17515  -0.088
C34 1.66488 3.75098 0.86426  -0.625
C35 1.77640 5.13115 0.86497  -0.359
C36 2.56679 5.75614 1.82417  -0.997
C37 3.24686 5.00523 2.77655  -0.835
C38 3.14091 3.61890 2.77303  -0.471
C39 2.35378 2.99779 1.82054  1.206
H29 -1.03956 3.18641 1.16298  0.313
H30 -1.70700 3.74183 -1.17567  0.472
H31 -2.11166 4.98213 -3.25318  0.482
H32 -0.21537 5.71349 -4.65963  0.455
H33 2.10392 5.21776 -3.95173  0.457
H34 2.52235 3.99445 -1.85635  0.560
H35 1.26553 5.72508 0.11360  0.516
H36 2.65746 6.83365 1.81868  0.454
H37 3.86965 5.49720 3.51088  0.463
H38 3.68947 3.02523 3.50518  0.205
H39 2.28800 1.91097 1.81037  -0.722
I1 -1.73110 -6.69455 -2.94143  0.172
C40 -0.65541 -5.79887 -1.41007  -0.885
C41 0.02356 -6.54448 -0.45317  -0.084
C42 0.71964 -5.87928 0.54525  -1.270
C43 0.72533 -4.49767 0.55940  -0.351
N7 0.07684 -3.78482 -0.36862  0.345
C44 -0.60688 -4.41796 -1.32750  0.256
H40 0.00631 -7.62593 -0.48368  0.470
H41 1.25357 -6.42797 1.30830  0.512
H42 1.25314 -3.93895 1.32043  0.607
H43 -1.13439 -3.80498 -2.04692  0.102